C32H80CuF6NO34S12 | ωB97M-V with the def2-TZVPD basis set

Geometry as XYZ:
```
166
Properties=species:S:1:pos:R:3:mulliken_spin:R:1
Cu -0.53303 -3.24970 0.03262 0.771
C -1.75377 -0.22906 2.39629 0.004
F -2.60379 -1.15044 2.71695 0.001
F -2.08590 0.21198 1.18855 -0.002
F -1.78248 0.81245 3.19284 -0.001
S 0.04151 -0.85225 2.35185 0.023
O 0.95595 0.21736 2.68277 0.017
O 0.03654 -1.94947 3.29261 -0.002
N 0.12577 -1.47767 0.72663 0.047
S 0.77649 -0.25005 -0.08932 0.059
O 0.61043 -0.48300 -1.50510 -0.013
O 0.41626 1.09104 0.32973 0.032
C 2.65658 -0.48761 0.12006 -0.005
F 2.97935 -1.23429 1.18530 -0.002
F 3.11991 -1.09853 -0.94213 0.002
F 3.20013 0.70553 0.23870 0.000
O 0.13192 2.69140 -7.28275 0.000
S 0.49580 2.44623 -5.91288 0.000
O 1.52577 3.24085 -5.27993 0.000
O -0.88234 2.55935 -5.02054 0.000
C -0.76614 2.54030 -3.61077 0.000
C -1.39877 1.28713 -3.02615 0.000
C 0.84674 0.69475 -5.70858 0.000
H -1.30687 3.39338 -3.19113 0.000
H 0.25394 2.59226 -3.22943 0.000
H -1.29781 1.34670 -1.94188 0.000
H -0.90816 0.39765 -3.41608 0.000
H -2.46081 1.26819 -3.27656 0.000
H 1.71539 0.43441 -6.30402 0.000
H -0.03791 0.14908 -6.03742 0.000
H 0.90580 0.47512 -4.64340 0.000
O -0.66218 4.26711 -0.47421 0.000
S 0.76438 4.07901 -0.61553 -0.003
O 1.37900 2.97882 -1.33476 0.001
O 1.30792 5.48796 -1.19896 0.000
C 1.56883 5.60181 -2.61369 0.000
C 3.01026 5.25001 -2.90853 0.000
C 1.57530 4.07865 1.02430 0.001
H 1.26821 6.59692 -2.93598 0.000
H 0.85588 4.95071 -3.13135 0.000
H 3.15916 5.29529 -3.99207 0.000
H 3.39286 4.32762 -2.49607 0.000
H 3.61907 6.10328 -2.59372 0.000
H 2.59272 4.42904 0.85445 0.000
H 1.66632 3.02297 1.27085 -0.002
H 1.05512 4.71620 1.72593 0.000
O -1.43569 -5.92751 3.27457 0.001
S -2.28972 -4.90019 2.76542 -0.004
O -1.75066 -3.89394 1.87585 0.012
O -3.54575 -5.58210 2.02588 -0.001
C -4.13331 -6.76274 2.58355 0.000
C -4.89658 -7.43413 1.44724 0.000
C -3.11834 -4.00561 4.10881 0.000
H -4.76482 -6.41100 3.40696 0.000
H -3.49943 -7.50350 3.07453 0.000
H -5.28042 -8.43823 1.61700 0.000
H -4.12467 -7.53906 0.68013 0.000
H -5.73415 -6.84329 1.08147 0.000
H -2.35552 -3.33049 4.49907 0.000
H -3.41682 -4.66529 4.91931 0.000
H -3.94362 -3.43530 3.69009 0.000
O 1.37450 -3.82423 -1.40262 0.013
S 2.08544 -4.49877 -2.45556 -0.003
O 2.90438 -5.64215 -2.18391 0.001
O 0.97194 -4.96455 -3.56407 -0.001
C 1.36747 -5.75272 -4.69146 0.000
C 1.62525 -7.23079 -4.39339 0.000
C 3.03731 -3.30022 -3.42872 0.000
H 2.17208 -5.36451 -5.32189 0.000
H 0.46771 -5.64597 -5.30169 0.000
H 2.51806 -7.32739 -3.78069 0.000
H 1.80298 -7.75129 -5.33290 0.000
H 0.75546 -7.62346 -3.86944 0.000
H 3.94564 -2.97217 -2.93471 0.000
H 2.37499 -2.42896 -3.41833 0.000
H 3.07592 -3.59614 -4.47141 0.000
O 3.39698 -0.49804 -5.46385 0.000
S 4.34091 0.04404 -4.50510 0.000
O 4.92466 -0.77223 -3.48088 0.000
O 5.58799 0.66270 -5.37579 0.000
C 5.27914 1.37176 -6.58415 0.000
C 6.28451 2.52005 -6.66243 0.000
C 3.68754 1.60778 -3.88300 0.000
H 4.23686 1.69282 -6.63277 0.000
H 5.41229 0.74216 -7.46504 0.000
H 7.27977 2.08578 -6.73245 0.000
H 6.17016 3.31501 -5.92992 0.000
H 6.14658 3.02392 -7.62541 0.000
H 4.49385 2.16950 -3.42219 0.000
H 2.93932 1.36367 -3.12658 0.000
H 3.17058 2.08349 -4.71251 0.000
O -5.89691 2.07389 -0.35848 0.000
S -4.87369 2.88817 -0.94978 0.000
O -4.37484 2.61587 -2.27766 0.000
O -5.38439 4.42201 -0.90376 0.000
C -4.79917 5.39757 -1.78478 0.000
C -5.23777 6.75287 -1.26319 0.000
C -3.49072 2.98460 0.21466 0.000
H -5.08222 5.18872 -2.81684 0.000
H -3.71028 5.28840 -1.73014 0.000
H -6.32446 6.78319 -1.31682 0.000
H -4.73011 7.58063 -1.74759 0.000
H -4.95010 6.72262 -0.21006 0.000
H -3.69388 2.28072 1.01620 0.000
H -3.38159 3.99744 0.58784 0.000
H -2.61950 2.69278 -0.36730 0.000
O 0.97818 -4.49315 1.15140 0.015
S 2.22244 -4.80853 1.82441 0.005
O 3.46773 -4.95631 1.13814 0.000
O 2.33374 -3.59824 2.91193 0.000
C 3.56665 -3.39353 3.59674 0.000
C 3.44562 -3.89071 5.03420 0.000
C 1.93094 -6.24046 2.87171 0.003
H 3.68417 -2.31073 3.65384 0.000
H 4.45620 -3.78951 3.10733 0.000
H 4.22166 -3.50966 5.69846 0.000
H 3.35565 -4.97392 5.12601 0.000
H 2.53229 -3.51140 5.50261 0.000
H 1.20250 -5.90253 3.60745 0.001
H 2.84997 -6.48833 3.39618 0.000
H 1.54883 -7.05498 2.26350 0.000
O 6.06653 2.23690 3.40535 0.000
S 4.90589 2.01557 4.21969 0.000
O 5.03144 2.14112 5.64019 0.000
O 3.70264 3.02390 3.71976 0.000
C 2.48971 2.96721 4.46232 0.000
C 1.96348 4.36545 4.79676 0.000
C 4.09922 0.38974 3.94789 0.000
H 2.52675 2.30043 5.32376 0.000
H 1.69267 2.51731 3.85826 -0.001
H 1.88316 4.94490 3.87731 0.000
H 2.71128 4.89744 5.39012 0.000
H 1.03397 4.41340 5.35936 0.000
H 4.92948 -0.30412 4.04609 0.000
H 3.79256 0.43753 2.90684 0.000
H 3.31826 0.43401 4.69483 0.000
O -4.71307 -2.68041 0.92381 0.001
S -3.95076 -2.43080 -0.25883 -0.008
O -2.51554 -2.26229 -0.17100 0.037
O -4.15582 -3.63875 -1.31164 0.000
C -5.41345 -4.36697 -1.19655 0.000
C -5.70499 -5.07879 -2.49967 0.000
C -4.62382 -1.00392 -1.12155 0.001
H -6.25335 -3.68908 -1.03885 0.000
H -5.29673 -5.05000 -0.36004 0.000
H -5.97648 -4.37870 -3.28580 0.000
H -6.52329 -5.77776 -2.31799 0.000
H -4.88304 -5.71927 -2.82277 0.000
H -5.48709 -1.25129 -1.73408 0.001
H -3.86712 -0.59832 -1.79127 0.000
H -4.87006 -0.32697 -0.30520 0.000
O -2.05434 6.71170 7.35596 0.000
S -2.43608 5.45914 6.76224 0.000
O -3.83225 5.22407 6.48503 0.000
O -1.50375 5.26996 5.45681 0.000
C -1.86266 4.21662 4.56453 0.000
C -1.42376 4.60641 3.16230 0.000
C -1.79302 4.10691 7.78658 0.000
H -2.94010 4.05156 4.47436 0.000
H -1.48561 3.23580 4.86910 0.000
H -0.42456 5.03083 3.10723 0.000
H -2.10396 5.34033 2.73090 0.000
H -1.48694 3.69707 2.55918 0.000
H -2.20590 4.23124 8.78122 0.000
H -0.72050 4.30048 7.75326 0.000
H -1.95608 3.14774 7.30344 0.000
```

The value obtained for the HOMO energy (alpha / beta) is -12.62 / -12.62 eV. As for the spin multiplicity: 2. The orbital gap (alpha / beta) is 9.29 / 5.65 eV. As for the net charge: +1.